ORCA calculation (ωB97M-V/def2-TZVPD) on C3H4LiO2Sn as an isolated structure at a distorted geometry.

```
11
Properties=species:S:1:pos:R:3:forces:R:3
O 0.18002 0.99711 0.92504 0.29 -2.86 -2.40
Li 1.46923 -0.46138 -0.03337 0.70 -1.00 -0.80
C -1.02831 0.88808 0.62037 -3.01 0.46 -2.41
C -1.50180 0.08148 -0.49653 -0.91 -0.10 1.10
H -1.75899 1.55719 1.10096 0.03 -0.27 0.39
H -2.60362 0.13590 -0.50653 0.35 -0.02 -0.30
H -1.25929 -0.96852 -0.26174 0.16 -0.20 -0.41
Sn 0.91202 2.09607 2.27299 2.46 3.88 4.58
C 2.97273 -2.00297 -0.87148 0.73 -0.67 -0.37
O 3.71456 -2.73839 -1.28071 -0.93 0.90 0.50
H -1.09655 0.41543 -1.46901 0.13 -0.12 0.12
```
Positions in Å, forces in eV/Å.

The net charge is +3. The calculation puts the total energy at -487.75076 Ha. The HOMO energy is -24.780 eV. Its spin multiplicity is 1. The frontier orbital gap is 8.97 eV.

Atom charges from the Mulliken analysis, given in e for atoms 1 to 4: -0.33, 1.07, 0.69, -1.22



ORCA calculation (ωB97M-V/def2-TZVPD) on a 2-piece molecular cluster, CH3FO2 overall at a distorted geometry.

```
7
Properties=species:S:1:pos:R:3:forces:R:3
C 0.01497 -0.52931 -0.27961 -2.81 -0.61 -4.42
O -0.01151 -0.65170 0.95510 0.44 -0.45 3.33
O 0.41076 0.53290 -0.95249 -1.15 2.33 0.26
F -1.86988 -0.46147 -0.64561 2.71 0.05 0.36
H 0.27737 -1.44768 -0.77196 -0.18 -0.27 -0.33
H -0.07767 0.18973 1.38513 -0.28 0.97 0.75
H -0.24676 1.31755 -0.89573 1.26 -2.02 0.07
```
Positions in Å, forces in eV/Å.

The net charge is 0. The calculation puts the total energy at -290.19252 Ha. The HOMO energy is -10.989 eV. Its spin multiplicity is 1. As for the energy above the lowest of the compared OMol25 structures with the same formula, charge and spin: 39.6 kcal/mol. The frontier orbital gap is 11.30 eV.

Atom charges from the Mulliken analysis, given in e for atoms 1 to 4: 0.38, -0.27, -0.44, -0.60



ORCA calculation (ωB97M-V/def2-TZVPD) on C29H22BIrN9S2Se as an isolated structure.

```
65
Properties=species:S:1:pos:R:3:forces:R:3
Ir -0.09024 -0.69958 -0.03648 0.04 0.23 0.08
Se 5.52620 0.29684 5.24279 -0.06 0.02 0.00
N 5.52108 -0.31124 3.59429 -0.03 0.03 0.06
C 4.20553 -0.21659 3.17638 -0.11 -0.01 -0.07
C 3.78877 -0.63965 1.90326 0.07 -0.02 -0.01
C 4.68109 -1.20771 0.96210 0.00 0.00 0.00
C 4.20217 -1.60190 -0.25923 0.00 0.01 0.00
C 2.84576 -1.43386 -0.55065 0.01 0.02 0.00
N 1.99142 -0.89669 0.31970 0.17 -0.02 0.00
C 2.43186 -0.50540 1.53100 -0.04 0.00 -0.01
C 1.46496 0.05318 2.44883 -0.03 -0.02 -0.04
N 0.18989 0.13614 2.02170 -0.06 -0.02 0.03
C -0.74097 0.62968 2.82793 0.07 -0.02 -0.03
C -0.44055 1.06945 4.11488 -0.04 0.00 0.00
C 0.85897 0.99040 4.56611 0.00 0.01 0.04
C 1.84269 0.47318 3.72134 0.10 -0.01 0.04
C 3.24596 0.34520 4.12243 -0.04 -0.05 -0.17
N 3.66899 0.70599 5.28518 0.12 0.04 0.16
H 5.72204 -1.32091 1.23363 0.00 0.00 0.00
H 4.84975 -2.04752 -1.00028 0.00 0.00 -0.01
H 2.42955 -1.74464 -1.49849 -0.01 -0.01 0.00
H -1.74636 0.67611 2.42961 -0.01 0.02 0.03
H -1.22886 1.46278 4.74026 0.00 0.00 0.00
H 1.13422 1.31651 5.56056 0.00 0.00 0.00
C 2.47534 3.56375 -2.40588 -0.06 0.00 0.01
N 1.01171 3.60950 -2.42662 -0.01 0.09 -0.06
C 0.27727 4.55615 -3.03213 -0.03 -0.06 0.02
C -1.05359 4.23794 -2.80646 0.01 0.03 -0.02
N -1.11256 3.11250 -2.08177 0.00 -0.05 0.08
B -2.48430 2.50863 -1.53051 0.10 0.11 -0.01
N -2.75614 1.18836 -2.29983 0.00 -0.09 0.04
C -3.16062 1.08133 -3.61202 -0.01 -0.02 0.00
C -3.33360 -0.23150 -3.89406 0.03 0.00 0.02
N -3.03174 -0.92623 -2.74480 -0.03 0.01 -0.05
C -3.11313 -2.37504 -2.57574 0.00 0.05 0.01
C -2.68524 -0.04443 -1.79478 -0.03 0.02 -0.02
S -2.33687 -0.50015 -0.14678 0.00 -0.05 -0.07
C 0.16219 2.70348 -1.83005 0.01 -0.04 0.14
S 0.80421 1.43648 -0.93465 0.00 -0.14 -0.21
H 2.84197 4.38246 -3.01713 0.01 0.00 0.01
H 2.81818 2.61742 -2.81479 0.01 0.00 0.00
H 2.82928 3.67819 -1.38454 0.02 -0.01 0.00
H 0.71778 5.37442 -3.57600 -0.01 0.01 0.00
H -1.94367 4.76087 -3.11166 0.00 0.01 0.00
H -3.31548 3.32468 -1.80425 -0.02 -0.03 -0.01
H -2.35104 2.29092 -0.36201 0.00 -0.01 -0.01
H -3.31576 1.94703 -4.23092 0.00 0.00 0.00
H -3.65286 -0.72947 -4.79223 0.00 0.01 -0.01
H -3.26291 -2.82017 -3.55475 0.01 -0.02 0.01
H -3.94869 -2.62728 -1.92632 0.00 -0.01 0.00
H -2.18654 -2.74072 -2.13755 -0.01 -0.01 -0.01
N -0.09652 -10.58777 0.51746 0.00 0.00 0.00
C -0.10565 -9.44141 0.45495 -0.01 0.02 0.00
C -0.11586 -8.00611 0.37727 0.00 -0.05 0.00
C -1.00977 -7.36875 -0.48421 -0.01 0.04 0.00
C -1.01904 -5.99187 -0.55737 -0.04 -0.08 -0.03
C -0.13059 -5.24035 0.22347 0.04 0.21 0.05
C 0.76386 -5.89123 1.08553 0.02 -0.11 0.01
C 0.76907 -7.26828 1.16401 0.02 0.07 0.01
C -0.12940 -3.82497 0.15068 0.06 -0.15 -0.08
C -0.11791 -2.59818 0.08692 -0.21 0.05 0.05
H -1.68792 -7.95899 -1.08406 0.00 0.00 0.00
H -1.70990 -5.48945 -1.21998 0.00 0.02 0.01
H 1.44450 -5.30818 1.69012 -0.01 0.01 0.00
H 1.45150 -7.78045 1.82745 0.00 -0.01 0.00
```
Positions in Å, forces in eV/Å.

The net charge is +2. The calculation puts the total energy at -4937.49773 Ha. The HOMO energy (spin up / spin down) is -11.314 / -13.327 eV. Its spin multiplicity is 6. As for the energy above the lowest of the compared OMol25 structures with the same formula, charge and spin: 17.5 kcal/mol. The frontier orbital gap (spin up / spin down) is 5.44 / 4.54 eV.

Atom charges from the Mulliken analysis, given in e for atoms 1 to 4: 1.40, 0.38, -0.84, 0.96



ORCA calculation (ωB97M-V/def2-TZVPD) on C3H8N2O2 as an isolated structure at a distorted geometry.

```
15
Properties=species:S:1:pos:R:3:forces:R:3
C -1.55936 -0.63667 0.91272 -0.23 0.36 0.13
C 1.24372 0.30875 -1.56393 0.37 0.29 -0.11
N -0.40511 0.07889 0.36059 1.81 4.16 2.72
N 0.79330 0.22634 1.11459 1.65 -3.86 0.23
C 0.50912 -0.61069 -0.63101 0.04 -0.34 -0.98
O -0.65574 1.59955 0.53703 -3.82 -0.11 -2.45
O 0.33456 -1.79900 -0.82930 0.04 1.05 0.63
H 0.20586 2.05216 0.52219 0.22 -1.27 0.00
H 0.71708 -0.42248 1.90054 0.13 -0.13 -0.06
H -1.66227 -0.39701 1.97107 0.18 0.16 -0.12
H -2.44305 -0.28335 0.38306 0.03 -0.20 -0.05
H -1.39993 -1.70577 0.79336 0.05 0.15 -0.25
H 0.55548 0.73452 -2.29714 -0.09 -0.10 0.07
H 1.77023 1.11956 -1.06809 -0.19 -0.01 0.15
H 1.99610 -0.26481 -2.10568 -0.19 -0.15 0.10
```
Positions in Å, forces in eV/Å.

The net charge is 0. The calculation puts the total energy at -378.90894 Ha. The HOMO energy is -8.382 eV. Its spin multiplicity is 1. As for the energy above the lowest of the compared OMol25 structures with the same formula, charge and spin: 145.6 kcal/mol. The frontier orbital gap is 9.17 eV.

Atom charges from the Mulliken analysis, given in e for atoms 1 to 4: -0.81, -1.02, 0.55, -0.90



ORCA calculation (ωB97M-V/def2-TZVPD) on C53H39Br2F4GeMgN2O2P as an isolated structure.

```
105
Properties=species:S:1:pos:R:3:forces:R:3
Mg -0.05669 0.00846 0.54683 0.19 0.49 0.03
O -3.90233 1.45795 0.54324 -0.30 -0.04 0.06
C -4.35954 1.00188 -0.62849 0.03 0.04 0.11
C -5.74268 0.95741 -0.83426 0.02 0.00 -0.01
C -6.26379 0.50260 -2.03110 -0.08 0.01 0.00
C -5.41996 0.08690 -3.05393 0.03 0.00 0.00
C -4.04869 0.12915 -2.84592 0.05 -0.01 0.01
C -3.49509 0.56467 -1.64564 0.00 0.00 -0.19
C -1.97993 0.56969 -1.47105 0.03 0.21 -0.10
O -1.60001 0.97276 -0.20014 0.13 -0.36 0.09
N -1.50373 -0.78046 -1.85714 -0.16 -0.13 -0.11
N -0.25372 -1.05247 -1.23764 -0.12 -0.34 0.27
C 0.36240 -2.10792 -1.72148 0.25 0.13 -0.08
C 1.55925 -2.66525 -1.25561 -0.02 0.05 0.10
Br 2.32142 -1.87456 0.40231 -0.01 0.18 -0.06
C 2.31750 -3.56058 -2.00655 0.02 -0.03 -0.08
C 3.43754 -4.37306 -1.65690 -0.03 0.03 0.01
C 3.82547 -4.69113 -0.33533 0.01 -0.02 0.00
C 4.92760 -5.48445 -0.08190 0.03 -0.02 0.04
C 5.69430 -6.01238 -1.11604 0.04 -0.02 0.00
C 5.31687 -5.73214 -2.42766 0.01 -0.01 -0.06
C 4.22022 -4.93932 -2.69105 -0.02 0.01 -0.02
H -2.89587 1.34525 0.48299 0.14 0.14 -0.06
H -6.38391 1.28636 -0.02675 -0.01 0.01 0.02
H -7.33956 0.47460 -2.16497 0.00 0.00 -0.01
H -5.82088 -0.26189 -3.99727 -0.01 -0.01 0.00
H -3.36753 -0.18782 -3.62746 -0.01 -0.02 -0.02
H -1.54951 1.26464 -2.21623 0.03 -0.07 0.08
H -2.18384 -1.46469 -1.52740 0.03 0.05 0.12
H -0.05807 -2.59328 -2.60773 -0.01 0.07 -0.01
H 2.00308 -3.64793 -3.04586 0.00 0.01 0.00
H 3.23840 -4.33940 0.49920 -0.04 0.02 0.03
H 5.18832 -5.70204 0.94828 0.00 -0.01 0.00
H 6.55989 -6.62874 -0.90800 0.00 0.00 0.01
H 5.89060 -6.13201 -3.25721 0.01 -0.01 0.02
H 3.94950 -4.71802 -3.71786 0.00 0.00 -0.01
F -4.11463 1.24253 6.67909 -0.07 0.02 0.03
C -2.98658 0.73848 6.08139 0.04 0.00 -0.03
C -2.73684 -0.64449 6.16049 0.07 0.08 -0.09
F -3.14722 -1.32052 7.26610 -0.01 -0.04 0.05
C -1.96429 -1.25369 5.22454 0.00 0.05 0.05
F -1.59902 -2.54755 5.45125 -0.04 -0.05 -0.03
C -1.42597 -0.58275 4.09603 0.05 -0.03 0.18
P -0.97359 -1.47357 2.62144 -0.09 0.10 -0.30
C -2.45386 -2.45222 2.15541 0.09 0.09 0.01
C -3.23127 -1.90909 1.13363 -0.05 -0.02 0.01
C -4.42593 -2.50237 0.75316 -0.02 0.00 0.01
C -4.85227 -3.65715 1.39328 -0.04 -0.03 -0.01
C -4.08795 -4.20616 2.41635 0.01 0.03 -0.01
C -2.89878 -3.60578 2.80146 0.01 0.01 -0.01
C 0.26974 -2.71199 3.10528 -0.07 -0.03 -0.02
C 0.32873 -3.95715 2.48567 0.02 -0.03 -0.04
C 1.39047 -4.81582 2.72851 0.02 0.02 0.01
C 2.41348 -4.43040 3.58356 0.00 -0.03 -0.01
C 2.36382 -3.18536 4.19566 0.04 -0.01 0.02
C 1.29934 -2.33107 3.95888 0.02 0.02 0.03
C -1.60335 0.83675 4.11093 0.04 0.05 -0.03
Br -0.51005 1.97242 2.99180 -0.10 -0.17 -0.01
C -2.37536 1.45497 5.04955 -0.02 -0.04 0.04
F -2.53168 2.80081 5.05138 0.01 0.04 0.00
H -2.91090 -0.99706 0.64440 0.04 0.00 0.03
H -5.01457 -2.04780 -0.03562 -0.02 -0.03 -0.01
H -5.78353 -4.12828 1.10202 -0.01 0.00 -0.01
H -4.42204 -5.10236 2.92521 -0.02 -0.01 0.00
H -2.31464 -4.03207 3.60550 0.02 0.00 0.02
H -0.44233 -4.25215 1.78466 -0.01 0.01 0.00
H 1.42850 -5.77516 2.22709 0.01 -0.01 0.00
H 3.25251 -5.09214 3.76178 0.01 -0.01 0.00
H 3.16603 -2.87125 4.85211 0.01 0.00 0.00
H 1.27165 -1.35212 4.42269 -0.02 0.00 -0.01
C 2.05457 0.07443 0.79451 -0.29 -0.32 0.05
Ge 3.24828 1.05789 -0.30854 0.02 0.01 0.01
C 3.70161 0.25157 -2.04184 0.01 0.00 -0.03
C 4.97143 -0.23741 -2.33766 0.08 -0.02 0.01
C 5.22208 -0.92596 -3.51810 0.03 0.00 -0.01
C 4.20046 -1.12858 -4.43310 0.02 -0.03 -0.02
C 2.92889 -0.64714 -4.15577 -0.05 -0.01 -0.03
C 2.68334 0.02653 -2.96866 -0.07 0.01 -0.03
C 2.47083 2.83762 -0.63870 0.01 0.04 -0.04
C 1.99063 3.57105 0.44756 -0.04 -0.04 0.11
C 1.38118 4.80390 0.27598 -0.03 0.05 -0.02
C 1.24478 5.33875 -0.99844 -0.02 0.03 0.02
C 1.71912 4.62911 -2.09034 0.01 0.00 -0.05
C 2.32355 3.39066 -1.90890 0.04 -0.02 -0.02
C 4.96810 1.44890 0.59868 0.07 -0.01 -0.07
C 5.21037 0.90207 1.85490 0.01 -0.03 0.00
C 6.39367 1.16506 2.53570 -0.03 -0.05 0.05
C 7.35848 1.98013 1.96477 0.06 0.04 0.00
C 7.13340 2.53650 0.71161 0.02 0.01 -0.01
C 5.94722 2.27218 0.04227 -0.02 0.03 -0.04
H 5.78141 -0.09879 -1.62949 -0.02 0.01 0.03
H 6.21323 -1.31974 -3.71158 0.00 0.00 -0.01
H 4.38874 -1.67948 -5.34750 0.00 0.01 -0.01
H 2.11539 -0.82224 -4.85070 0.00 0.00 -0.01
H 1.67048 0.34725 -2.74603 0.00 0.02 0.03
H 2.07732 3.16689 1.45181 0.02 -0.04 -0.01
H 1.00018 5.34120 1.13632 0.00 0.00 0.00
H 0.76118 6.29838 -1.13831 0.00 0.00 0.00
H 1.61115 5.03338 -3.09093 0.00 0.01 0.01
H 2.68000 2.84491 -2.77586 0.00 -0.01 -0.01
H 4.44688 0.26637 2.29314 -0.02 0.00 0.02
H 6.55846 0.73188 3.51585 0.02 0.00 0.00
H 8.28254 2.18580 2.49322 0.00 0.00 0.00
H 7.88073 3.17810 0.25759 0.01 0.00 0.01
H 5.78054 2.72129 -0.93251 -0.01 0.00 -0.01
```
Positions in Å, forces in eV/Å.

The net charge is -2. The calculation puts the total energy at -10468.83255 Ha. The HOMO energy (spin up / spin down) is -0.906 / -0.599 eV. Its spin multiplicity is 1. As for the energy above the lowest of the compared OMol25 structures with the same formula, charge and spin: 31.3 kcal/mol. The frontier orbital gap (spin up / spin down) is 5.10 / 4.79 eV.

Atom charges from the Mulliken analysis, given in e for atoms 1 to 4: 1.75, -0.85, 0.30, -0.68



ORCA calculation (ωB97M-V/def2-TZVPD) on a 10-piece molecular cluster, H20O10 overall at a distorted geometry.

```
30
Properties=species:S:1:pos:R:3:forces:R:3
H 0.26745 -1.36813 -1.55949 -0.01 0.05 0.15
H 0.85053 -0.64961 -0.35376 -0.17 0.24 0.05
H -2.95758 -3.58128 -0.90613 0.15 -0.21 -0.08
H -3.08521 -4.94815 -0.25391 0.00 -0.06 -0.08
H 0.51740 3.73128 -1.33426 0.03 0.07 0.07
H 1.67971 4.35316 -2.09079 -0.11 0.04 -0.01
H -4.53917 -0.83890 0.10647 0.02 0.00 -0.06
H -3.61798 -1.90112 -0.47071 -0.12 0.34 -0.05
H -2.81642 1.11721 2.48082 0.11 0.05 -0.01
H -1.77860 0.95431 1.38244 0.00 0.01 -0.05
H 0.80053 1.51012 -1.09923 -0.21 -0.14 0.07
H 2.25108 1.51933 -0.64549 0.20 -0.07 0.28
H 2.99882 -0.23558 0.06687 0.15 -0.19 0.02
H 4.20807 0.38922 -0.60942 0.27 -0.20 0.04
H 1.67208 -0.15553 4.37498 -0.03 -0.09 0.06
H 0.71876 -1.05705 3.60786 -0.01 0.02 0.11
H 3.02061 1.92792 2.17107 0.08 0.06 -0.15
H 3.03342 2.77042 0.90613 -0.03 -0.07 0.22
H -2.29569 -2.73965 -3.15811 -0.02 -0.03 -0.14
H -1.07730 -1.87450 -2.88045 -0.25 0.07 -0.17
O 0.13069 -0.60055 -0.99283 0.01 -0.57 -0.24
O -3.11352 -4.50990 -1.11188 0.01 0.20 0.11
O 0.71803 4.28874 -2.09450 0.11 -0.10 0.00
O -3.68259 -0.95119 -0.32091 -0.05 -0.09 0.22
O -1.90894 1.34812 2.25245 -0.07 -0.13 0.00
O 1.35045 1.60717 -0.31363 -0.30 0.67 -0.23
O 3.64988 0.46724 0.17246 0.17 -1.24 -1.11
O 1.38566 -1.07305 4.30355 0.00 0.10 -0.17
O 3.61915 2.32244 1.52679 -0.02 1.48 1.01
O -1.99933 -1.82250 -3.15638 0.10 -0.22 0.16
```
Positions in Å, forces in eV/Å.

The net charge is 0. The calculation puts the total energy at -764.31947 Ha. The HOMO energy is -10.424 eV. Its spin multiplicity is 1. As for the energy above the lowest of the compared OMol25 structures with the same formula, charge and spin: 101.9 kcal/mol. The frontier orbital gap is 10.11 eV. Its SMILES is O.O.O.O.O.O.O.O.O.O.

Atom charges from the Mulliken analysis, given in e for atoms 1 to 4: 0.27, 0.27, 0.30, 0.32



Q: Which formula does entry 4 have?
A: C3H8N2O2